Formula: C20H27MnN5O8P2S
Source: OMol25
Level of theory: ωB97M-V with the def2-TZVPD basis set

```
64
Properties=species:S:1:pos:R:3
Mn -0.025 0.394 -0.366
S -1.440 2.125 0.210
P 2.624 0.556 -0.597
P 0.783 -0.262 -2.748
O 3.661 1.319 -1.473
O 2.365 5.149 -0.244
O 1.901 -0.514 -1.575
O 0.137 -1.565 -2.980
O -0.161 0.789 -2.146
O 1.450 1.487 -0.235
O 1.548 0.409 -3.924
O 3.113 -0.166 0.588
N 0.462 3.962 0.034
N -1.426 4.367 -1.241
N -1.858 -1.819 -1.207
N 0.545 -0.526 1.496
N -1.642 -0.802 -0.357
C 1.072 -2.793 0.715
C -4.030 4.682 0.347
C -3.756 5.109 -1.086
C -0.687 -2.466 2.349
C -0.729 6.543 0.797
C -0.942 8.862 0.184
C 1.178 5.201 -0.130
C 0.147 8.750 -0.671
C -0.127 -4.680 1.590
C -2.761 4.152 -1.749
C -3.003 -2.440 -0.931
C 0.368 6.427 -0.064
C -2.693 -0.787 0.486
C -0.738 3.611 -0.427
C 0.845 -4.155 0.744
C -1.374 7.764 0.918
C 0.811 7.539 -0.785
C -3.575 -1.804 0.162
C 0.308 -1.936 1.520
C -0.898 -3.830 2.381
H -1.445 9.809 0.289
H -1.268 -1.803 2.974
H 1.790 -0.188 -4.632
H 0.247 -0.113 2.388
H 1.438 -4.809 0.123
H -1.657 -4.240 3.030
H -3.359 -3.280 -1.495
H 1.673 7.430 -1.427
H 4.527 1.388 -1.068
H 1.079 3.188 0.309
H 1.582 -0.386 1.409
H -4.683 5.080 -1.658
H -1.200 -1.975 -1.994
H -2.735 4.319 -2.828
H -4.502 -2.039 0.641
H -3.118 4.655 0.939
H -4.728 5.365 0.819
H 1.855 -2.398 0.086
H -3.375 6.132 -1.130
H -1.038 5.704 1.403
H -4.470 3.688 0.353
H -3.044 3.118 -1.547
H 0.490 9.602 -1.237
H -0.277 -5.746 1.632
H -1.018 5.267 -1.497
H -2.203 7.861 1.601
H -2.772 -0.042 1.258
```

As for the net charge: +2. As for the expectation value of S²: 0.82. As for the spin multiplicity: 2. As for the HOMO energy (spin up / spin down): -14.64 / -14.54 eV. Its lowest unoccupied orbital energy (spin up / spin down) is -9.610 / -9.902 eV. The calculation puts the frontier orbital gap (spin up / spin down) at 5.03 / 4.64 eV. As for the strongest force on any atom: 3.44 eV/Å.

Atom charges from the natural (NBO) analysis, given in e for atoms 1 to 5: 1.11, 0.16, 2.55, 2.53, -0.95

***

Formula: C46H37HfN2P2S2Te
Source: OMol25
Level of theory: ωB97M-V with the def2-TZVPD basis set

```
91
Properties=species:S:1:pos:R:3
Hf -0.931 -0.074 -1.085
Te 2.787 -1.734 2.353
S -2.723 -1.594 -1.813
S -0.458 1.424 -2.926
P 1.722 -0.034 -0.443
P -0.225 -0.508 1.454
N -2.640 1.172 -0.381
N 4.697 1.941 4.998
C 2.521 -1.267 -1.508
C -1.022 -4.214 0.003
C -0.070 -1.040 -6.111
C 3.598 -0.168 3.531
C 2.801 1.418 -0.532
C 4.458 3.641 -0.667
C 4.418 -2.588 -2.182
C 3.350 1.948 0.631
C -1.130 0.966 5.700
C 1.480 -0.596 1.191
C -1.021 -2.137 1.246
C 4.971 0.025 3.582
C -0.787 -0.853 4.163
C 2.786 0.701 4.245
C -1.037 1.873 4.652
C -1.070 2.958 0.051
C -2.465 2.414 0.047
C -6.462 -0.412 -0.832
C -2.963 -3.562 1.265
C -0.817 1.417 3.362
C -3.560 3.232 0.368
C -5.034 1.401 -0.180
C -6.324 0.843 -0.314
C 3.382 1.737 4.950
C -0.376 -3.049 0.406
C -2.402 -0.485 -5.937
C 3.874 -1.584 -1.396
C 3.074 2.011 -1.766
C -2.326 -2.403 1.668
C 3.621 -3.279 -3.087
C -1.370 -1.153 -6.583
C 5.466 1.086 4.331
C -2.140 0.286 -4.817
C 3.900 3.121 -1.830
C -5.334 -1.138 -1.259
C -4.060 -0.634 -1.144
C -3.902 0.649 -0.554
C -2.314 -4.467 0.427
C -0.696 0.053 3.107
C 1.737 -1.959 -2.428
C 4.184 3.056 0.560
C -0.838 0.388 -4.339
C -1.002 -0.395 5.455
C 2.277 -2.964 -3.217
C -4.821 2.717 0.284
C 0.201 -0.268 -4.990
H -3.971 -3.766 1.602
H -2.843 -1.699 2.311
H -1.126 2.935 4.844
H -2.941 0.811 -4.311
H 1.214 -0.172 -4.620
H -3.383 4.248 0.691
H -7.186 1.424 -0.013
H 5.652 -0.617 3.038
H 5.107 4.505 -0.721
H -1.578 -1.754 -7.458
H -1.061 -1.101 6.272
H -5.679 3.322 0.550
H -0.306 2.178 0.170
H -0.706 2.129 2.554
H -0.669 -1.914 3.980
H 5.468 -2.832 -2.090
H -7.444 -0.852 -0.942
H -0.921 3.673 0.859
H 4.111 3.581 -2.786
H 1.711 0.588 4.258
H -1.295 1.320 6.708
H 4.053 -4.060 -3.700
H 3.115 1.501 1.587
H -0.883 3.474 -0.894
H 0.739 -1.548 -6.620
H -5.466 -2.114 -1.707
H 1.655 -3.485 -3.933
H 4.618 3.459 1.467
H -0.511 -4.916 -0.643
H -2.820 -5.371 0.115
H 0.687 -1.699 -2.581
H 6.535 1.261 4.384
H 2.769 2.437 5.509
H 4.497 -1.042 -0.695
H 2.642 1.602 -2.671
H -3.416 -0.563 -6.307
H 0.643 -2.861 0.084
```

As for the net charge: +1. As for the spin multiplicity: 1. As for the HOMO energy: -9.99 eV. Its lowest unoccupied orbital energy is -3.547 eV. The energy relative to the best compared isomer or geometry (same formula, charge and spin) comes out at 9.4 kcal per mole. The calculation puts the frontier orbital gap at 6.44 eV. As for the strongest force on any atom: 0.35 eV/Å.

Atom charges from the Löwdin analysis, given in e for atoms 1 to 5: 1.01, 1.27, 0.64, 0.60, 0.77

***

Formula: C6H15BCsF4NO2
Source: OMol25
Level of theory: ωB97M-V with the def2-TZVPD basis set

```
30
Properties=species:S:1:pos:R:3
Cs -27.791 -7.214 2.727
F -23.925 -7.124 1.498
F -23.585 -4.890 1.582
F -22.471 -6.193 0.124
F -24.741 -5.996 -0.164
O -29.591 -0.814 -0.614
O -28.532 -3.732 4.633
N -29.209 -2.340 1.946
C -28.858 -0.842 -1.898
C -29.622 -2.821 4.362
C -30.166 -2.120 -0.262
C -29.265 -1.772 3.308
C -27.404 -3.172 5.359
C -30.498 -2.136 1.259
B -23.703 -6.000 0.715
H -26.960 -2.324 4.838
H -30.395 -3.526 4.059
H -30.070 -2.340 5.231
H -29.498 -2.882 -0.665
H -28.562 -1.705 1.500
H -31.058 -3.023 1.557
H -27.942 -1.432 -1.903
H -30.019 -0.994 3.192
H -28.369 -1.227 3.608
H -31.079 -2.155 -0.857
H -26.523 -3.802 5.237
H -29.444 -1.232 -2.731
H -28.680 0.219 -2.074
H -27.547 -3.039 6.431
H -30.967 -1.187 1.521
```

As for the spin multiplicity: 1. As for the HOMO energy: -9.73 eV. Its lowest unoccupied orbital energy is -1.198 eV. The energy relative to the best compared isomer or geometry (same formula, charge and spin) comes out at 66.5 kcal per mole. The calculation puts the frontier orbital gap at 8.53 eV. As for the strongest force on any atom: 2.68 eV/Å.

Atom charges from the natural (NBO) analysis, given in e for atoms 1 to 5: 1.00, -0.60, -0.58, -0.57, -0.57

***

Formula: C39H92O16
Source: OMol25
Level of theory: ωB97M-V with the def2-TZVPD basis set

```
147
Properties=species:S:1:pos:R:3
O -1.202 -3.374 -4.654
O -1.259 0.557 0.165
O 4.790 -4.200 -0.628
O 2.394 -2.259 -0.048
O 1.874 6.559 0.597
O -5.844 -2.571 2.054
O -0.619 6.321 -3.726
O -0.741 3.470 -3.422
O -0.489 4.761 1.111
O 0.328 -5.828 -1.065
O 1.703 0.281 3.327
O 0.477 -4.989 3.529
O 3.311 2.823 -0.780
O -2.781 1.088 2.606
O 2.286 0.269 -3.256
O -6.069 1.802 -0.526
C -2.041 0.562 3.701
C -4.744 2.125 -0.690
C 3.492 -1.761 0.644
C 5.742 -5.234 -0.581
C -6.131 -1.844 0.825
C 1.030 -3.713 3.305
C 1.501 1.660 2.947
C -1.115 -3.432 4.382
C -0.117 -2.714 3.474
C 0.688 6.859 1.373
C 2.923 0.139 4.055
C -0.982 4.318 -2.331
C 2.324 7.713 -0.110
C 3.536 1.533 4.106
C -1.036 -4.719 0.360
C -0.303 5.661 -2.509
C 3.179 1.019 -2.375
C -0.349 -0.527 0.247
C -0.562 -1.678 -3.289
C 2.730 3.987 -0.186
C -4.962 -2.187 -0.102
C -4.451 -2.762 2.197
C 0.209 7.436 -3.978
C -1.582 -4.444 -0.968
C 2.667 -3.255 -1.038
C -2.463 -2.750 -4.280
C -1.078 2.068 -3.222
C -1.287 3.622 1.531
C 0.015 5.642 2.095
C 2.973 -0.671 -4.058
C 2.931 2.185 2.883
C 3.445 -4.554 -0.733
C -3.830 -2.123 0.902
C -0.770 -4.903 4.194
C -0.689 -5.286 -1.900
C 2.401 2.092 -1.546
C -0.090 -2.437 -4.511
C -0.190 -5.949 0.205
C -2.054 -1.425 -3.526
H 2.623 8.410 0.673
H -0.969 0.725 3.590
H 1.519 8.132 -0.715
H -4.807 -1.484 -0.920
H -0.738 -6.887 0.290
H -4.095 -2.253 3.093
H -2.298 1.096 4.616
H -2.619 -1.290 -2.604
H 1.270 7.208 -4.069
H 0.178 -1.778 3.947
H 0.004 -0.748 -3.243
H -4.097 1.323 -0.334
H -0.657 1.490 -4.045
H -4.523 3.044 -0.147
H -2.982 -3.412 -3.586
H -1.589 -3.375 -1.182
H -0.583 -2.505 2.510
H -0.685 -5.361 5.179
H -3.171 -2.458 -5.055
H -2.158 1.927 -3.181
H 3.672 -1.326 -3.537
H -4.242 -3.831 2.237
H 2.689 4.827 -0.879
H 1.722 -3.482 -1.532
H 0.049 -1.869 -5.430
H 1.853 -3.555 4.001
H -6.366 1.121 -1.134
H -0.598 6.273 -1.656
H -0.291 -2.244 -2.398
H -1.142 -6.214 -2.252
H -0.698 1.711 -2.265
H -7.068 -2.183 0.383
H 0.248 -0.631 -0.659
H -0.385 -3.895 0.653
H 3.227 2.120 4.972
H -2.177 -0.499 3.911
H -1.808 -4.760 1.129
H 5.702 -5.834 0.328
H 0.076 8.171 -3.184
H 3.604 -0.594 3.624
H -1.050 -3.047 5.399
H -0.722 3.092 2.298
H 1.668 1.592 -0.912
H 3.064 -4.935 0.215
H 3.559 -0.208 -4.852
H 0.908 2.233 3.660
H 3.758 0.350 -1.738
H 3.372 1.823 1.955
H -1.603 3.056 0.655
H -5.149 -3.215 -0.413
H -2.601 -4.767 -1.180
H -0.235 7.848 -4.884
H 0.970 1.810 2.007
H 1.451 -3.774 2.301
H -0.905 -1.458 0.347
H 3.970 -2.502 1.286
H -2.223 3.898 2.016
H 0.953 7.603 2.124
H 6.767 -4.866 -0.531
H 1.841 2.773 -2.187
H -2.909 -2.591 0.554
H 5.769 -5.906 -1.438
H 4.260 -1.511 -0.087
H -2.223 -0.538 -4.137
H -0.469 3.976 -1.432
H 0.710 5.033 2.674
H 2.692 -0.129 5.086
H 0.838 -2.966 -4.294
H 3.164 7.569 -0.790
H 0.673 -6.018 0.866
H 0.760 5.490 -2.340
H -0.231 -4.711 -2.704
H 0.384 -0.407 1.046
H -0.793 5.929 2.767
H -4.578 2.429 -1.723
H -0.183 7.256 0.851
H 3.396 4.323 0.609
H 3.266 -2.709 -1.766
H -6.228 -0.795 1.103
H 1.768 3.698 0.238
H -3.545 -1.087 1.086
H -3.719 1.092 2.807
H -1.494 -5.329 3.499
H 3.161 -0.900 1.224
H -1.863 0.675 0.902
H 4.624 1.477 4.145
H 3.843 1.505 -3.090
H 2.256 -1.370 -4.488
H -2.123 -3.187 4.045
H 3.249 -5.341 -1.461
H 3.004 3.271 2.949
H -2.059 4.396 -2.178
```

The SMILES is C1CCOC1.C1CCOC1.C1CCOC1.C1CCOC1.C1CCOC1.COCCOC.COCCOC.COCCOC.COCCOC.CO.CO.CO. As for the spin multiplicity: 1. As for the HOMO energy: -9.32 eV. Its lowest unoccupied orbital energy is 0.424 eV. The calculation puts the frontier orbital gap at 9.75 eV. As for the strongest force on any atom: 2.65 eV/Å.

Atom charges from the Löwdin analysis, given in e for atoms 1 to 5: -0.16, -0.14, -0.19, -0.20, -0.22